#1
16
Properties=species:S:1:pos:R:3:mulliken_charge:R:1 method="wB97M-V/def2-TZVPD" charge=0 multiplicity=1 orbital_gap_ev=10.113 homo_ev=-9.212
C -1.817 1.463 -0.087 -0.599
C -1.290 1.244 1.103 -0.138
O -1.966 0.533 2.092 -0.511
H -1.139 1.855 -0.838 0.266
H -2.684 0.895 -0.397 0.272
H -0.372 1.657 1.506 0.381
H -2.113 -0.349 1.782 0.320
N 0.407 -1.629 -0.174 -0.543
C 1.195 -0.860 -1.160 -0.215
N 2.328 -0.128 -0.556 -0.628
H 0.830 -2.498 0.080 0.212
H 0.316 -1.113 0.689 0.176
H 1.409 -1.571 -1.951 0.332
H 0.431 -0.163 -1.512 0.173
H 2.310 0.784 -1.006 0.273
H 2.154 -0.119 0.430 0.230

=====

#2
16
Properties=species:S:1:pos:R:3:mulliken_charge:R:1 method="wB97M-V/def2-TZVPD" charge=0 multiplicity=1 orbital_gap_ev=8.471 homo_ev=-7.656
C -0.493 1.972 1.424 -1.105
C 0.501 1.116 0.629 0.492
N 0.413 1.372 -0.806 -0.617
C 0.850 -0.108 1.104 -0.233
N 1.521 -1.095 0.319 -0.592
H -1.502 1.809 0.985 0.272
H -0.534 1.592 2.429 0.320
H -0.365 3.048 1.542 0.294
H 0.599 0.418 -1.084 0.200
H -0.563 1.617 -0.942 0.268
H 0.571 -0.457 2.085 0.308
H 1.773 -0.859 -0.630 0.183
H 2.325 -1.519 0.761 0.215
O -1.809 -2.576 -2.629 -0.641
H -2.084 -3.325 -3.175 0.317
H -1.203 -3.004 -2.011 0.319

=====

#3
16
Properties=species:S:1:pos:R:3:mulliken_charge:R:1 method="wB97M-V/def2-TZVPD" charge=0 multiplicity=1 orbital_gap_ev=9.579 homo_ev=-8.685
C -0.795 0.191 0.128 -0.519
N -1.799 -0.133 -0.860 -0.423
N -0.910 -0.647 1.305 -0.631
H -1.706 -1.111 -1.180 0.223
H -2.512 0.605 -0.955 0.223
H -0.773 -1.636 1.042 0.250
H -1.838 -0.521 1.739 0.256
H -0.875 1.251 0.427 0.551
H 0.208 1.322 -1.289 -0.050
C 1.900 0.013 0.509 -1.036
C 0.768 -0.121 -0.474 0.518
O 0.806 -0.979 -1.349 -0.589
H 0.960 1.640 -1.302 0.259
H 1.679 0.768 1.281 0.295
H 2.814 0.313 -0.027 0.350
H 2.072 -0.955 1.005 0.321

=====

#4
16
Properties=species:S:1:pos:R:3:mulliken_charge:R:1 method="wB97M-V/def2-TZVPD" charge=0 multiplicity=1 orbital_gap_ev=8.433 homo_ev=-7.608
C -0.477 0.231 1.086 -0.501
C 1.878 -0.201 -0.467 -0.541
C -0.785 0.310 -1.350 -0.974
N 0.151 0.272 -0.242 0.178
N -1.339 -0.919 1.246 -0.519
O 1.004 1.462 -0.279 -0.619
H -0.913 -1.669 1.770 0.216
H -2.233 -0.689 1.654 0.203
H 0.351 0.268 1.799 0.321
H -1.037 1.169 1.191 0.436
H 1.705 -0.781 -1.372 0.264
H 2.789 0.388 -0.562 0.258
H 1.932 -0.844 0.410 0.273
H -1.327 1.264 -1.318 0.306
H -1.475 -0.530 -1.282 0.383
H -0.222 0.268 -2.283 0.317

=====

Energy relative to the most stable one, in kcal/mol: #1 9.5; #2 0.0; #3 32.8; #4 89.6

=====

#1
16
Properties=species:S:1:pos:R:3:mulliken_charge:R:1 method="wB97M-V/def2-TZVPD" charge=0 multiplicity=1 orbital_gap_ev=8.530 homo_ev=-7.625
C -2.545 0.661 0.448 -1.417
C -1.548 0.126 -0.495 0.788
N -0.260 -0.294 0.032 -0.729
C -1.590 0.423 -1.819 -0.365
N -0.715 -0.196 -2.749 -0.543
H -2.015 1.388 1.079 0.321
H -2.899 -0.078 1.181 0.341
H -3.428 1.084 0.008 0.365
H 0.018 -1.265 -0.383 0.235
H -0.473 -0.566 1.011 0.295
H -2.441 1.073 -2.192 0.254
H -0.991 -0.917 -3.396 0.202
H 0.119 -0.452 -2.251 0.254
O 6.543 -0.514 3.302 -0.644
H 5.965 -0.812 2.586 0.323
H 6.260 0.338 3.637 0.321

=====

#2
16
Properties=species:S:1:pos:R:3:mulliken_charge:R:1 method="wB97M-V/def2-TZVPD" charge=0 multiplicity=1 orbital_gap_ev=10.047 homo_ev=-9.306
C -1.280 3.139 3.497 -0.661
C -0.689 3.849 2.542 0.002
O -0.506 3.405 1.265 -0.504
H -1.602 3.654 4.395 0.252
H -1.661 2.169 3.224 0.265
H -0.153 4.756 2.785 0.319
H -1.347 3.194 0.854 0.325
N 1.118 -4.113 -3.021 -0.635
C 1.319 -3.046 -2.035 -0.258
N 0.032 -2.446 -1.655 -0.581
H 0.996 -3.633 -3.916 0.274
H 0.158 -4.426 -2.869 0.239
H 1.886 -2.238 -2.478 0.333
H 1.835 -3.445 -1.162 0.243
H -0.460 -3.114 -1.061 0.195
H -0.104 -1.536 -1.248 0.191

=====

#3
16
Properties=species:S:1:pos:R:3:mulliken_charge:R:1 method="wB97M-V/def2-TZVPD" charge=0 multiplicity=1 orbital_gap_ev=9.657 homo_ev=-8.892
H 2.514 1.111 -2.035 0.243
N 1.616 1.543 -1.855 -0.742
C 0.770 0.878 -1.221 0.639
C 1.358 -0.505 -0.250 -1.421
N -0.518 1.137 -1.028 -0.413
H 0.812 -1.399 0.059 0.411
H 2.013 -0.048 0.491 0.375
H 1.991 -0.981 -1.000 0.364
H -0.913 0.851 -0.042 0.352
H -0.886 1.913 -1.563 0.224
C -1.794 -0.919 1.468 -0.602
O -0.928 0.195 1.367 -0.617
H -1.795 -1.508 0.543 0.295
H -2.804 -0.550 1.644 0.267
H -1.494 -1.585 2.281 0.293
H 0.059 -0.133 1.141 0.334

=====

Energy relative to the most stable one, in kcal/mol: #1 0.0; #2 9.1; #3 14.3

=====

#1
21
Properties=species:S:1:pos:R:3:mulliken_charge:R:1 method="wB97M-V/def2-TZVPD" charge=0 multiplicity=1 orbital_gap_ev=9.794 homo_ev=-9.152
N 1.188 2.546 -0.901 -0.644
C 1.237 1.123 -1.325 -0.502
N 0.002 0.380 -1.026 -0.456
H 0.386 2.912 -1.399 0.253
H 1.084 2.499 0.103 0.320
H 1.450 1.092 -2.388 0.393
H 2.036 0.683 -0.733 0.356
H -0.220 0.519 -0.044 0.109
H -0.767 0.882 -1.460 0.231
O -1.969 -2.074 0.100 -0.589
H -2.853 -2.190 -0.243 0.307
H -1.462 -2.135 -0.722 0.309
O 0.201 -2.558 -1.940 -0.704
H 0.469 -2.516 -2.835 0.309
H 0.324 -1.639 -1.621 0.375
O -1.239 -0.349 2.602 -0.645
H -1.065 -1.242 2.954 0.318
H -1.918 -0.554 1.949 0.305
O 1.124 1.450 2.051 -0.641
H 0.211 1.142 1.966 0.294
H 1.155 1.708 2.983 0.303

=====

#2
21
Properties=species:S:1:pos:R:3:mulliken_charge:R:1 method="wB97M-V/def2-TZVPD" charge=0 multiplicity=1 orbital_gap_ev=4.122 homo_ev=-9.529
N 1.048 0.704 -1.614 -0.220
C -0.344 0.866 -1.998 -0.474
N -1.134 0.130 -1.074 -0.252
H 1.279 1.241 -0.765 0.422
H 1.281 -0.310 -1.437 0.373
H -0.466 0.664 -3.057 0.262
H -0.614 1.916 -1.947 0.384
H -1.300 0.707 -0.234 0.455
H -0.645 -0.707 -0.799 0.345
H -2.044 1.895 1.998 0.215
H -1.254 -0.941 3.359 0.223
O -1.564 1.569 1.224 -0.830
H -1.067 -0.997 2.642 -0.256
H 0.731 -2.480 -1.733 0.194
O 1.050 -1.732 -1.219 -0.822
H 0.950 -1.725 0.112 0.387
H 1.449 -2.181 1.635 0.263
O 0.738 -1.716 1.180 -0.679
H -0.126 1.305 1.193 0.356
H 1.148 0.520 1.541 0.351
O 0.885 1.272 0.993 -0.696

=====

#3
21
Properties=species:S:1:pos:R:3:mulliken_charge:R:1 method="wB97M-V/def2-TZVPD" charge=0 multiplicity=1 orbital_gap_ev=9.662 homo_ev=-9.176
N -0.593 1.900 -0.065 -0.502
C -0.940 2.862 -1.110 -0.573
N -1.766 2.431 -2.279 -0.513
H -0.260 1.011 -0.374 0.216
H -1.404 1.835 0.607 0.237
H 0.061 3.152 -1.485 0.316
H -1.380 3.722 -0.633 0.398
H -2.728 2.325 -1.922 0.258
H -1.529 1.485 -2.544 0.217
O 2.539 -5.323 3.488 -0.630
H 3.100 -4.635 3.117 0.322
H 2.816 -6.148 3.066 0.310
O -2.240 2.925 -5.072 -0.694
H -1.330 2.704 -5.274 0.302
H -2.292 3.285 -4.159 0.381
O 1.822 -2.693 5.403 -0.629
H 2.330 -3.438 5.753 0.319
H 1.315 -2.406 6.170 0.308
O 0.700 -0.876 -0.958 -0.657
H 0.807 -1.753 -1.353 0.312
H -0.148 -1.050 -0.519 0.304

=====

Energy relative to the most stable one, in kcal/mol: #1 0.0; #2 203.1; #3 18.4

=====

#1
17
Properties=species:S:1:pos:R:3:mulliken_charge:R:1 method="wB97M-V/def2-TZVPD" charge=0 multiplicity=1 orbital_gap_ev=8.352 homo_ev=-7.480
C 2.349 -0.448 -0.579 -0.534
C 1.442 0.504 -0.546 -0.407
P -0.343 0.318 0.300 1.110
C -0.511 1.690 1.292 -1.238
C -1.544 0.434 -1.068 -1.189
C -0.411 -1.523 0.667 -1.295
H 3.324 -0.292 -1.016 0.264
H 2.173 -1.428 -0.167 0.193
H 1.587 1.504 -0.925 0.348
H -1.548 1.819 1.599 0.273
H 0.160 1.664 2.147 0.276
H -2.467 -0.066 -0.775 0.366
H -1.740 1.488 -1.247 0.361
H -1.150 -0.036 -1.967 0.353
H -1.398 -1.724 1.086 0.363
H -0.261 -2.133 -0.221 0.382
H 0.338 -1.771 1.419 0.374

=====

#2
17
Properties=species:S:1:pos:R:3:mulliken_charge:R:1 method="wB97M-V/def2-TZVPD" charge=0 multiplicity=1 orbital_gap_ev=9.535 homo_ev=-8.614
C 0.874 0.625 -0.139 0.603
C 1.502 1.729 0.062 -0.648
C 1.479 -0.425 -0.993 -1.198
C -0.774 -1.287 1.334 -1.148
C -1.935 0.316 -0.601 -0.995
P -0.708 0.539 0.808 0.017
H 2.521 2.018 -0.212 0.291
H 0.761 2.819 1.174 0.158
H 0.871 -0.505 -1.952 0.257
H 1.559 -1.187 -0.299 0.326
H 2.474 -0.141 -1.228 0.428
H -1.556 -1.426 2.048 0.417
H -0.937 -2.041 0.506 0.311
H 0.180 -1.577 1.953 0.277
H -1.576 -0.651 -0.978 0.268
H -2.911 0.116 -0.053 0.322
H -1.824 1.078 -1.433 0.313

=====

Energy relative to the most stable one, in kcal/mol: #1 0.0; #2 42.4

=====

#1
15
Properties=species:S:1:pos:R:3:mulliken_charge:R:1 method="wB97M-V/def2-TZVPD" charge=0 multiplicity=1 orbital_gap_ev=8.616 homo_ev=-8.823
C -1.403 -0.419 1.268 -0.737
C -2.086 0.151 0.287 0.289
C -1.427 0.698 -0.891 -0.272
C -0.140 0.744 -1.373 -0.337
Si 1.258 -0.348 -0.872 0.414
C 2.259 -0.396 0.762 -0.420
O 2.753 0.336 -0.385 -0.409
H -1.810 -0.782 2.158 0.293
H -0.363 -0.478 1.303 -0.097
H -3.200 0.151 0.199 0.268
H -2.108 1.245 -1.446 0.299
H -0.117 1.512 -2.161 0.347
H 1.637 -1.597 -1.592 -0.127
H 1.772 0.299 1.549 0.220
H 2.974 -1.117 1.193 0.269

=====

#2
15
Properties=species:S:1:pos:R:3:mulliken_charge:R:1 method="wB97M-V/def2-TZVPD" charge=0 multiplicity=1 orbital_gap_ev="6.624 / 7.384" homo_ev="-6.971 / -7.282"
C 0.903 -1.905 1.259 -0.563
C 0.816 -0.976 0.218 -0.540
C -0.181 -2.399 1.908 0.516
C -0.597 -0.626 -0.258 -0.545
C -0.750 0.838 -0.747 -0.795
O -0.931 -3.049 2.494 -0.337
Si -0.037 1.966 0.597 0.131
H 1.872 -1.958 1.730 0.329
H 1.574 -0.241 0.045 0.470
H -0.981 -1.342 -1.026 0.404
H -1.223 -0.733 0.675 0.330
H -0.284 0.861 -1.743 0.380
H -1.930 0.910 -0.951 0.352
H -0.533 1.776 1.838 -0.084
H 1.554 2.127 0.611 -0.048

=====

Energy relative to the most stable one, in kcal/mol: #1 0.0; #2 49.2